The following is a DFT calculation (wB97M-V/def2-TZVPD) of the molecule CH6NOPS2.

Output
E_HOMO ... -8.87 eV
Energy relative to the best compared isomer or geometry (same formula, charge and spin) ... 0.0 kcal per mole
SMILES ... CS[P@](N)(O)=S
Total charge ... 0

Bonds (Å) are listed after each position.
Positions of all 12 atoms, in Å:
1 C 1.69 1.06 -0.54  S2 1.805, H7 1.049, H8 1.154, H9 1.070
2 S 1.09 -0.58 -1.00  C1 1.805, P3 2.190
3 P -0.86 -0.30 -0.04  S2 2.190, N4 1.655, O5 1.591, S6 1.961
4 N -0.58 -0.82 1.50  P3 1.655, H10 0.965, H11 1.097
5 O -1.66 -1.54 -0.65  P3 1.591, H12 1.005
6 S -1.64 1.47 -0.34  P3 1.961
7 H 1.84 0.94 0.49  C1 1.049
8 H 0.99 1.95 -0.75  C1 1.154
9 H 2.64 1.29 -0.98  C1 1.070
10 H -0.77 -1.77 1.51  N4 0.965
11 H -0.95 -0.35 2.42  N4 1.097
12 H -1.79 -1.36 -1.62  O5 1.005